[1]
# C9H13N3O6

A single C9H13N3O6 molecule (wB97M-V/def2-TZVPD, the OMol25 dataset).

Its frontier orbital gap is 8.93 eV. Its largest force on an atom is 0.0167 Eh/bohr. As for the SMILES: NC(=O)c1ncn([C@H]2O[C@@H](CO)[C@H](O)[C@@H]2O)c1O. The value obtained for the total energy is -26299.59770 eV. As for the highest occupied orbital energy: -8.405 eV. For the energy relative to the best compared isomer or geometry (same formula, charge and spin), the calculation gives 0.1707 eV.

Each line ends with the natural charge from an NBO analysis.
Atoms and positions in Å:
1 N -5.35 -0.97 -0.42  -0.8003
2 C -4.48 -0.04 0.00  0.6551
3 O -4.80 1.07 0.41  -0.6785
4 C -3.07 -0.42 -0.03  -0.1580
5 N -2.49 -1.59 -0.44  -0.4317
6 C -1.22 -1.43 -0.28  0.1726
7 N -0.90 -0.20 0.23  -0.3849
8 C 0.39 0.37 0.50  0.2441
9 O 1.24 -0.61 1.04  -0.5103
10 C 2.59 -0.32 0.69  0.0546
11 C 3.25 -1.60 0.17  -0.0695
12 O 4.57 -1.39 -0.23  -0.7085
13 C 2.58 0.81 -0.35  0.0399
14 O 3.01 2.00 0.26  -0.7179
15 C 1.10 0.90 -0.77  0.0515
16 O 0.70 2.17 -1.16  -0.6939
17 C -2.09 0.45 0.39  0.5111
18 O -2.21 1.69 0.86  -0.6720
19 H -5.00 -1.86 -0.74  0.4133
20 H -6.33 -0.77 -0.43  0.4048
21 H -0.47 -2.17 -0.49  0.2039
22 H 0.23 1.20 1.21  0.1886
23 H 3.12 0.04 1.59  0.1880
24 H 2.71 -1.95 -0.72  0.1780
25 H 3.18 -2.38 0.94  0.1744
26 H 5.09 -1.09 0.52  0.4687
27 H 3.23 0.55 -1.20  0.1911
28 H 3.02 2.69 -0.41  0.4808
29 H 0.89 0.24 -1.62  0.1926
30 H 0.70 2.76 -0.39  0.4767
31 H -3.19 1.86 0.85  0.5358

[2]
# C9H13N4OS

2 unconnected molecules or ions with the total composition C9H13N4OS at a distorted geometry (wB97M-V/def2-TZVPD, the OMol25 dataset).

Its frontier orbital gap (alpha / beta) is 7.84 / 3.72 eV. The net charge is +1. Its largest force on an atom is 0.0843 Eh/bohr. The value obtained for the total energy is -28376.45303 eV. As for the highest occupied orbital energy (alpha / beta): -11.638 / -11.126 eV. For the energy relative to the best compared isomer or geometry (same formula, charge and spin), the calculation gives 4.1030 eV.

Each line ends with the natural charge from an NBO analysis.
Atoms and positions in Å:
1 C 2.57 -1.15 1.24  -0.0855
2 C 2.48 -2.51 1.34  -0.1158
3 C -0.82 -0.65 -2.57  0.1392
4 C -1.03 -1.55 -1.52  0.0592
5 C 0.87 -1.48 2.44  0.3885
6 C -0.78 0.49 -0.68  0.5624
7 C -0.37 -1.28 3.23  -0.6587
8 C -0.44 1.56 0.22  -0.7585
9 C -0.09 1.74 -2.83  -0.4227
10 N 1.46 -0.51 1.79  -0.4943
11 N 1.41 -2.72 2.20  -0.5903
12 N -0.57 0.56 -2.08  -0.3427
13 N -1.02 -0.83 -0.37  -0.4097
14 O 1.56 -5.13 1.66  -0.7948
15 S 0.59 -4.21 2.20  1.1914
16 H 3.13 -0.57 0.56  0.2069
17 H 3.14 -3.37 1.10  0.2625
18 H -0.69 -0.88 -3.67  0.2569
19 H -1.40 -2.58 -1.60  0.2554
20 H -1.04 -2.02 2.93  0.2200
21 H -0.23 -1.58 4.33  0.2438
22 H -0.74 -0.24 3.18  0.2410
23 H -1.12 1.37 1.15  0.3012
24 H 0.49 1.56 0.80  0.3526
25 H -0.87 2.53 -0.28  0.2527
26 H -0.98 2.25 -3.22  0.2410
27 H 0.18 2.52 -2.11  0.2501
28 H 0.61 1.32 -3.53  0.2482

[3]
# C9H13N6O2OsS

A molecular structure, C9H13N6O2OsS (wB97M-V/def2-TZVPD, the OMol25 dataset).

Its frontier orbital gap (alpha / beta) is 5.56 / 5.52 eV. The net charge is +3. Its largest force on an atom is 0.0091 Eh/bohr. The value obtained for the total energy is -35851.89068 eV. As for the highest occupied orbital energy (alpha / beta): -19.091 / -19.086 eV. For the energy relative to the best compared isomer or geometry (same formula, charge and spin), the calculation gives 0.0000 eV.

Each line ends with the natural charge from an NBO analysis.
Atoms and positions in Å:
1 Os 0.75 -0.15 -0.27  1.1412
2 N 4.29 2.19 -1.12  -0.7056
3 C 3.07 1.69 -1.06  0.3159
4 S 2.91 0.05 -0.27  0.3339
5 N 2.02 2.26 -1.56  -0.3061
6 N 0.88 1.55 -1.36  -0.3246
7 C -0.21 1.92 -1.96  0.2152
8 C -1.40 1.10 -1.76  0.1086
9 C -2.62 1.44 -2.29  -0.1337
10 C -3.72 0.61 -2.03  -0.0413
11 C -3.55 -0.52 -1.25  -0.1919
12 C -2.28 -0.81 -0.76  0.1173
13 N -1.22 -0.02 -1.00  -0.5382
14 H 5.09 1.71 -0.76  0.4463
15 H 4.43 3.09 -1.56  0.4628
16 H -0.21 2.81 -2.59  0.2830
17 H -2.72 2.33 -2.90  0.2826
18 H -4.69 0.86 -2.44  0.2863
19 H -4.37 -1.17 -1.02  0.2878
20 H -2.12 -1.69 -0.15  0.2194
21 C 0.11 -0.59 4.41  -0.2488
22 O 0.36 -1.72 3.45  -0.3910
23 C 0.48 -1.53 2.21  0.9296
24 O 0.38 -0.37 1.65  -0.5894
25 N 0.72 -2.58 1.43  -0.4336
26 N 0.82 -2.31 0.05  -0.5699
27 H -0.02 -1.10 5.35  0.2616
28 H -0.79 -0.08 4.09  0.2219
29 H 0.99 0.04 4.41  0.2279
30 H 0.83 -3.53 1.79  0.4699
31 H 0.08 -2.81 -0.44  0.4264
32 H 1.70 -2.68 -0.31  0.4365

[4]
# C9H13NO

A single C9H13NO molecule at a distorted geometry (wB97M-V/def2-TZVPD, the OMol25 dataset).

Its frontier orbital gap is 9.70 eV. Its largest force on an atom is 0.0707 Eh/bohr. As for the SMILES: CC1=C(C)[C@H](CN=C=O)CC1. The value obtained for the total energy is -13080.07292 eV. As for the highest occupied orbital energy: -8.794 eV. For the energy relative to the best compared isomer or geometry (same formula, charge and spin), the calculation gives 1.9988 eV.

Each line ends with the natural charge from an NBO analysis.
Atoms and positions in Å:
1 C 1.22 -1.95 -0.62  -0.6659
2 C 0.18 -1.02 -0.07  0.0475
3 C 0.38 0.28 -0.04  -0.0284
4 C 1.62 0.97 -0.40  -0.6612
5 C -0.82 1.03 0.63  -0.2397
6 C -0.37 1.74 2.00  -0.2185
7 N 0.41 0.86 2.84  -0.5581
8 C 0.96 -0.20 2.72  0.8646
9 O 1.50 -1.23 2.83  -0.5349
10 C -1.78 -0.18 0.90  -0.4077
11 C -1.23 -1.44 0.17  -0.4398
12 H 1.12 -2.97 -0.37  0.2297
13 H 2.14 -1.69 -0.15  0.2225
14 H 1.46 -1.57 -1.63  0.2261
15 H 2.47 0.32 -0.33  0.2230
16 H 1.87 1.83 0.21  0.2200
17 H 1.63 1.13 -1.50  0.2258
18 H -1.36 1.77 -0.04  0.2142
19 H -1.33 1.84 2.63  0.2192
20 H 0.10 2.61 1.59  0.2128
21 H -2.89 -0.09 0.64  0.2159
22 H -1.82 -0.35 2.03  0.2056
23 H -1.06 -2.31 0.85  0.2114
24 H -1.83 -1.70 -0.70  0.2161

[5]
# C9H13NO

2 unconnected molecules or ions with the total composition C9H13NO at a distorted geometry (wB97M-V/def2-TZVPD, the OMol25 dataset).

Its frontier orbital gap is 9.41 eV. Its largest force on an atom is 0.1513 Eh/bohr. As for the SMILES: CNC(C)=O.c1ccccc1. The value obtained for the total energy is -13077.63678 eV. As for the highest occupied orbital energy: -8.740 eV. For the energy relative to the best compared isomer or geometry (same formula, charge and spin), the calculation gives 4.4349 eV.

Each line ends with the natural charge from an NBO analysis.
Atoms and positions in Å:
1 C 3.72 1.78 -0.59  -0.4426
2 N 3.97 0.31 -0.06  -0.6093
3 C 3.00 -0.57 0.02  0.6302
4 C 3.00 -1.64 1.05  -0.7302
5 O 1.90 -0.33 -0.61  -0.6928
6 H 2.80 1.82 -1.32  0.2661
7 H 3.65 2.40 0.45  0.2186
8 H 4.61 1.99 -1.30  0.2134
9 H 4.88 0.21 0.54  0.3946
10 H 3.66 -1.61 1.98  0.2331
11 H 3.27 -2.53 0.42  0.2420
12 H 1.72 -1.65 1.16  0.2793
13 C -2.21 0.74 0.79  -0.2255
14 C -1.68 -0.19 -0.07  -0.1927
15 C -2.45 -0.89 -0.91  -0.2519
16 C -3.76 -0.44 -0.94  -0.2004
17 C -4.39 0.25 0.19  -0.2131
18 C -3.46 0.91 0.97  -0.2380
19 H -1.48 1.40 1.31  0.2099
20 H -0.59 -0.51 -0.02  0.2397
21 H -2.07 -1.45 -1.79  0.2281
22 H -4.70 -0.97 -1.48  0.2032
23 H -5.58 0.20 0.31  0.2287
24 H -3.71 1.38 1.96  0.2096

[6]
# C9H13NO2

2 unconnected molecules or ions with the total composition C9H13NO2 at a distorted geometry (wB97M-V/def2-TZVPD, the OMol25 dataset).

Its frontier orbital gap is 9.03 eV. Its largest force on an atom is 0.1111 Eh/bohr. As for the SMILES: Cc1ccc(O)cc1.CC(N)=O. The value obtained for the total energy is -15127.87236 eV. As for the highest occupied orbital energy: -8.618 eV. For the energy relative to the best compared isomer or geometry (same formula, charge and spin), the calculation gives 1.7596 eV.

Each line ends with the natural charge from an NBO analysis.
Atoms and positions in Å:
1 C -4.16 -0.02 -1.72  -0.6340
2 C -2.70 0.34 -1.46  -0.0784
3 C -2.19 0.39 -0.11  -0.1515
4 C -0.88 0.68 0.21  -0.2700
5 C -0.02 0.99 -0.89  0.3046
6 O 1.21 1.38 -0.48  -0.7105
7 C -0.35 0.97 -2.23  -0.3185
8 C -1.75 0.59 -2.46  -0.1541
9 H -4.71 -0.65 -0.99  0.2276
10 H -4.30 -0.44 -2.72  0.2226
11 H -4.66 1.01 -1.77  0.2216
12 H -2.88 0.26 0.59  0.1957
13 H -0.53 0.79 1.26  0.2382
14 H 1.86 1.66 -1.22  0.4947
15 H 0.27 1.05 -3.05  0.2181
16 H -1.92 0.32 -3.62  0.2055
17 C 2.91 -2.04 0.96  -0.7197
18 C 2.43 -1.20 2.34  0.7043
19 N 2.05 0.06 2.08  -0.8590
20 O 2.52 -1.79 3.38  -0.6110
21 H 3.71 -2.73 1.07  0.2270
22 H 3.14 -1.25 0.17  0.1938
23 H 2.04 -2.71 0.65  0.2245
24 H 1.93 0.74 2.85  0.3958
25 H 2.03 0.56 1.17  0.4323

[7]
# C9H13NO2

2 unconnected molecules or ions with the total composition C9H13NO2 at a distorted geometry (wB97M-V/def2-TZVPD, the OMol25 dataset).

Its frontier orbital gap is 9.32 eV. Its largest force on an atom is 0.0451 Eh/bohr. As for the SMILES: Cc1ccc(O)cc1.CC(N)=O. The value obtained for the total energy is -15128.66672 eV. As for the highest occupied orbital energy: -8.719 eV. For the energy relative to the best compared isomer or geometry (same formula, charge and spin), the calculation gives 0.9653 eV.

Each line ends with the natural charge from an NBO analysis.
Atoms and positions in Å:
1 C 3.92 0.40 0.20  -0.6374
2 C 2.55 0.47 0.83  -0.0461
3 C 1.52 1.20 0.22  -0.1961
4 C 0.22 1.10 0.65  -0.3032
5 C -0.04 0.28 1.78  0.2991
6 O -1.32 -0.07 2.13  -0.6645
7 C 1.01 -0.16 2.54  -0.2660
8 C 2.33 -0.08 2.07  -0.1854
9 H 4.64 0.92 0.82  0.2238
10 H 3.99 0.78 -0.80  0.2160
11 H 4.13 -0.63 -0.09  0.2235
12 H 1.81 1.79 -0.64  0.2162
13 H -0.64 1.71 0.42  0.2102
14 H -1.91 0.37 1.52  0.4718
15 H 0.81 -0.63 3.50  0.2229
16 H 3.03 -0.69 2.63  0.2182
17 C -2.20 0.71 -2.16  -0.7319
18 C -2.42 -0.78 -2.42  0.6808
19 N -1.99 -1.62 -1.42  -0.8393
20 O -2.81 -1.23 -3.48  -0.6040
21 H -2.23 1.11 -3.16  0.2513
22 H -1.30 0.84 -1.58  0.2264
23 H -3.15 1.01 -1.70  0.2325
24 H -1.62 -2.53 -1.62  0.4020
25 H -1.62 -1.24 -0.57  0.3791

[8]
# C9H13NO2S

A single C9H13NO2S molecule at a distorted geometry (wB97M-V/def2-TZVPD, the OMol25 dataset).

Its frontier orbital gap (alpha / beta) is 7.89 / 6.56 eV. Its largest force on an atom is 0.0501 Eh/bohr. The value obtained for the total energy is -25959.91077 eV. As for the highest occupied orbital energy (alpha / beta): -8.131 / -7.221 eV. For the energy relative to the best compared isomer or geometry (same formula, charge and spin), the calculation gives 4.7896 eV.

Each line ends with the natural charge from an NBO analysis.
Atoms and positions in Å:
1 C -1.19 -1.98 -0.01  0.0280
2 C 0.66 0.31 0.73  0.6902
3 C -2.32 1.02 -0.98  -0.4080
4 C -0.86 1.06 -1.38  -0.4384
5 C -2.35 -0.22 1.30  -0.2152
6 C -1.89 0.94 0.46  -0.2677
7 C -0.48 0.73 0.04  0.0461
8 C 4.22 0.53 0.06  -0.6272
9 C 3.00 -0.20 0.57  -0.0825
10 N -2.21 -1.56 0.71  -0.6204
11 O 0.64 -0.02 1.90  -0.6163
12 O 1.81 0.26 -0.05  -0.5298
13 S -0.51 -3.27 -0.56  0.0674
14 H -2.89 1.90 -1.16  0.2122
15 H -2.78 0.11 -1.27  0.2088
16 H -0.61 0.40 -2.28  0.2288
17 H -0.50 2.03 -1.63  0.2204
18 H -1.69 -0.11 2.12  0.2400
19 H -3.41 -0.17 1.56  0.2020
20 H -1.83 1.93 1.02  0.2414
21 H 5.19 0.18 0.48  0.2234
22 H 4.17 0.43 -1.03  0.2117
23 H 4.03 1.61 0.38  0.2044
24 H 2.86 0.05 1.71  0.2064
25 H 3.15 -1.23 0.26  0.1805
26 H -3.10 -2.15 0.58  0.3937